(1)
{
  "formula": "BrClH4Si2",
  "method": "wB97M-V/def2-TZVPD",
  "energy_ha": -3615.63384,
  "de_lowest_kj_mol": 51.17,
  "lumo_energy_ev": 0.13,
  "smiles": "[SiH3][Si@H](Cl)Br",
  "e_homo_ev": -10.51,
  "symbols": ["H", "Si", "H", "H", "Br", "Si", "H", "Cl"],
  "xyz": [[-1.5316, -1.7844, -0.9257], [1.1545, 0.1709, 0.0777], [-1.9866, -0.2975, 0.9074], [2.3643, -0.1130, -0.6849], [1.0976, 2.4837, 0.2980], [-1.1733, -0.3671, -0.3266], [-1.7082, 0.5290, -1.3969], [1.7832, -0.6216, 2.0510]],
  "forces_ev_per_a": [[0.775, 1.151, 0.640], [-0.110, 0.629, 2.342], [0.333, 0.273, 0.050], [-0.148, -0.152, -0.476], [-0.007, -1.259, -0.159], [-0.396, -1.373, -1.089], [0.296, 0.096, 0.402], [-0.742, 0.636, -1.709]],
  "lowdin_charge": [-0.093, -0.191, -0.110, -0.109, 0.150, 0.429, -0.115, 0.040]
}

=====

(2)
{
  "formula": "C44H38N7O4Ru",
  "method": "wB97M-V/def2-TZVPD",
  "energy_ha": -2478.18317,
  "total_charge": 2,
  "de_lowest_kj_mol": 146.64,
  "lumo_energy_ev": [-6.25, -6.35],
  "spin_multiplicity": 2,
  "e_homo_ev": [-11.67, -11.66],
  "symbols": ["H", "N", "C", "C", "C", "C", "N", "C", "N", "H", "O", "H", "H", "C", "H", "C", "H", "C", "H", "H", "C", "H", "O", "C", "C", "H", "H", "H", "N", "C", "C", "H", "H", "H", "H", "H", "C", "C", "C", "Ru", "C", "H", "C", "C", "C", "H", "H", "O", "H", "H", "C", "H", "H", "N", "C", "C", "C", "N", "C", "C", "C", "C", "H", "C", "H", "C", "H", "C", "H", "C", "H", "H", "C", "H", "C", "C", "C", "C", "C", "N", "H", "C", "C", "H", "H", "C", "C", "H", "C", "H", "H", "C", "H", "O"],
  "xyz": [[-4.7090, 2.9496, 0.3364], [-0.9534, -0.7337, 1.5297], [0.9953, 4.0393, 0.4150], [0.8595, 3.3153, -4.5851], [0.0226, 5.7363, 1.8476], [2.5233, -3.4483, -2.6646], [-2.9626, 4.0944, -1.1280], [0.7830, 4.6624, -4.1757], [1.7393, 2.2005, -1.0060], [-3.0381, 4.2934, -5.7652], [-3.4143, 3.6512, -3.9046], [3.4364, -1.7245, -3.5686], [3.2911, 1.1460, 4.9105], [-2.8570, -1.7263, 2.5553], [0.9902, 7.6515, 1.8033], [1.5262, 0.3895, 3.9516], [2.6663, 6.9875, 0.1444], [1.9311, 6.2663, 0.4827], [1.4818, 3.0513, -5.4314], [-0.7146, 6.0313, 2.5814], [-2.2352, -1.6831, 3.7884], [-0.6979, 3.7230, 1.6629], [0.0387, 1.8820, 0.4916], [-2.2744, -1.2715, -2.1968], [-0.8774, 4.0543, -2.5069], [3.1087, -4.1721, -3.2144], [-3.8447, -2.1486, 2.4641], [-2.7283, -2.0731, 4.6677], [1.5384, 0.9253, -1.2573], [0.8639, -2.9267, -1.0337], [-4.0149, -1.8296, -0.1642], [3.5002, -0.6751, -0.2159], [-6.7179, 1.7239, -0.3705], [2.9183, 0.7011, -2.7965], [-0.4301, -1.1587, 4.8092], [-1.7622, -0.0516, -3.8426], [-3.7811, 3.6673, -5.2791], [1.9718, -1.1802, -2.1074], [-4.8818, 2.7564, -0.7168], [0.1473, -0.0240, -0.2128], [-5.3393, 2.3088, -3.3995], [1.3673, 5.4160, -4.6852], [3.0186, 0.2193, 1.6658], [1.9700, 4.9678, -0.0210], [1.0066, -0.1067, 2.7671], [-1.2871, -1.7466, -4.0347], [-4.7731, 4.1006, -5.4180], [2.9152, 4.6020, -0.9030], [3.7913, 1.0739, -0.1278], [0.9102, 0.4795, 4.8329], [-2.1799, -1.2604, 1.4340], [0.2430, 1.3090, -4.2323], [-3.7476, 2.6656, -5.7130], [1.0386, -1.6155, -1.2092], [-0.3527, -0.6665, 2.7195], [-3.5371, -1.7821, -2.4918], [0.9802, 6.6442, 1.4094], [-1.8778, -1.0997, -0.9310], [0.0358, 4.4530, 1.3476], [-2.7268, -1.3815, 0.0767], [-6.2219, 1.8203, -2.4565], [-0.9586, -1.1585, 3.8692], [3.5220, 5.3362, -1.0535], [-4.2237, 3.0516, -3.0198], [0.1197, -3.2144, -0.3020], [2.1916, 0.2318, -2.1465], [-5.4053, -2.4435, -1.6755], [-1.7973, 4.5572, -1.5815], [-1.5191, 5.5007, -1.1220], [0.1602, 2.3470, -3.9336], [-5.5422, 2.1532, -4.4499], [4.6586, 0.9378, 2.8403], [1.5837, -3.8754, -1.7271], [1.4266, -4.9268, -1.5387], [0.9211, 2.6539, -0.0487], [2.8544, 0.7824, 3.9904], [-0.6700, 2.6264, -2.7889], [3.8466, 0.1321, 0.4232], [3.6112, 0.6724, 2.8432], [1.7341, -0.1518, 1.6338], [-3.8106, -1.9530, -3.5228], [-6.0032, 2.0587, -1.1089], [-1.3568, -0.9217, -3.3246], [-7.1021, 1.2810, -2.7810], [-0.3741, -0.6601, -2.9546], [-4.4167, -2.0565, -1.4685], [-3.9690, 3.2529, -1.6463], [4.8896, -0.0417, 0.6786], [-0.0720, 5.0089, -3.1737], [-4.6994, -2.0220, 0.6470], [-0.1963, 6.0562, -2.9196], [2.7098, -2.0986, -2.8604], [-3.2638, 4.5290, -0.2680], [-1.1187, 1.6807, -2.0790]],
  "forces_ev_per_a": [[0.013, 0.016, 0.003], [0.007, 0.019, -0.786], [0.317, 0.145, -0.182], [-0.105, -0.169, 0.051], [-0.128, -0.038, 0.089], [-0.241, -0.325, 0.262], [0.462, 0.297, -0.016], [-0.042, 0.424, 0.021], [0.543, 1.131, 0.057], [-0.026, -0.025, -0.015], [0.423, 0.191, 0.116], [0.020, -0.031, -0.011], [-0.005, 0.056, -0.011], [0.028, 0.032, -0.031], [-0.002, 0.029, -0.036], [-0.016, -0.087, -0.107], [0.038, -0.026, -0.007], [0.006, 0.116, 0.057], [0.035, -0.005, 0.008], [-0.009, 0.006, -0.008], [0.050, 0.060, -0.120], [0.013, 0.035, 0.040], [-0.169, 0.049, 0.598], [0.168, 0.014, -0.201], [-0.470, -0.935, 0.142], [-0.009, 0.019, -0.056], [0.000, -0.027, -0.007], [-0.005, 0.003, 0.011], [-0.838, -1.168, -0.884], [-0.169, 0.043, 0.219], [0.165, -0.019, 0.207], [0.108, -0.036, 0.113], [0.015, -0.036, 0.025], [0.061, 0.042, 0.034], [0.029, 0.030, 0.008], [0.072, -0.021, 0.001], [0.080, 0.021, -0.073], [-0.273, -1.250, -0.033], [0.277, 0.032, -0.056], [0.694, -0.427, 1.954], [0.043, -0.028, -0.076], [-0.039, 0.014, 0.001], [0.289, 0.001, -0.201], [-0.351, -0.121, 0.151], [0.228, 0.131, 0.279], [-0.019, -0.051, 0.025], [0.004, -0.013, 0.030], [0.069, -0.145, -0.026], [0.047, -0.021, 0.028], [-0.037, -0.057, -0.007], [-0.134, -0.030, 0.263], [-0.024, 0.005, -0.033], [-0.006, 0.005, 0.030], [0.318, 0.076, -0.080], [-0.039, 0.027, 0.341], [-0.081, -0.050, 0.163], [0.044, 0.002, -0.028], [0.701, 0.794, -0.125], [0.052, 0.002, -0.029], [-0.277, -0.099, -0.329], [-0.078, -0.060, 0.068], [-0.058, 0.035, -0.036], [-0.032, 0.056, -0.011], [-0.014, 0.057, 0.282], [-0.012, 0.043, -0.016], [-0.196, 1.204, 0.274], [-0.007, 0.028, -0.005], [0.129, -0.252, -0.083], [-0.067, 0.077, 0.087], [0.087, -0.140, 0.159], [0.014, 0.006, 0.041], [0.008, -0.002, -0.038], [0.323, 0.030, -0.303], [-0.069, 0.000, 0.019], [-0.107, -0.742, -0.513], [0.068, -0.005, -0.107], [-0.112, 0.029, -0.207], [0.050, 0.018, 0.023], [-0.151, -0.040, 0.122], [-1.062, 0.236, -1.119], [0.007, 0.033, -0.042], [-0.188, -0.176, 0.043], [-0.081, -0.034, 0.024], [0.004, 0.004, 0.008], [-0.027, 0.066, -0.114], [-0.020, 0.087, -0.198], [-0.278, -0.563, -0.241], [0.000, -0.028, 0.036], [0.358, 0.233, -0.212], [0.026, -0.013, 0.022], [0.043, -0.008, 0.079], [-0.053, 0.659, 0.095], [-0.044, 0.236, -0.108], [-0.368, 0.303, 0.214]],
  "lowdin_charge": [0.118, 0.055, -0.086, -0.060, -0.076, -0.013, 0.140, -0.081, 0.121, 0.101, -0.072, 0.132, 0.129, 0.027, 0.118, 0.013, 0.124, -0.005, 0.113, 0.109, 0.001, 0.116, -0.158, -0.278, -0.149, 0.127, 0.117, 0.130, -0.166, -0.095, 0.011, 0.065, 0.108, 0.154, 0.122, 0.091, -0.040, -0.274, -0.024, 1.469, -0.009, 0.107, -0.270, -0.253, -0.201, 0.102, 0.105, 0.081, 0.085, 0.121, -0.179, 0.096, 0.098, -0.045, -0.187, 0.010, -0.052, 0.099, -0.032, -0.193, -0.072, 0.024, 0.123, -0.216, 0.120, -0.061, 0.127, 0.006, 0.142, -0.034, 0.110, 0.130, -0.016, 0.122, -0.379, -0.002, -0.370, -0.008, 0.013, 0.126, 0.131, -0.089, -0.025, 0.113, 0.031, -0.011, -0.144, 0.099, -0.040, 0.114, 0.123, 0.018, 0.154, -0.074]
}

=====

(3)
{
  "formula": "C6H12O",
  "method": "wB97M-V/def2-TZVPD",
  "energy_ha": -310.99506,
  "de_lowest_kj_mol": 168.59,
  "lumo_energy_ev": 0.81,
  "smiles": "C=CCC(=C)C.O",
  "e_homo_ev": -9.15,
  "symbols": ["C", "H", "C", "H", "C", "H", "O", "H", "H", "H", "H", "H", "H", "C", "H", "H", "C", "C", "H"],
  "xyz": [[-2.4960, -0.8276, -0.2853], [-2.8541, -1.2362, 0.6570], [-1.0229, -0.5777, -0.2710], [2.6355, -1.1549, 2.1315], [-0.2093, -1.2530, 0.5342], [1.9551, 1.0942, -0.1788], [3.2873, -0.4924, 1.8569], [-0.7910, 2.4783, -0.4957], [0.2941, 0.0135, -1.8776], [-3.0679, 0.0925, -0.4460], [0.8673, -1.1873, 0.5320], [3.8691, -1.0012, 1.2688], [1.5651, 2.7855, 0.3857], [0.0016, 1.7437, -0.5924], [-1.2813, 0.7045, -1.9690], [-0.6591, -2.0230, 1.1788], [1.2014, 1.8752, -0.0814], [-0.4834, 0.4526, -1.2527], [-2.8114, -1.4868, -1.0951]],
  "forces_ev_per_a": [[-0.623, 0.407, 0.146], [0.085, -0.226, 0.018], [0.606, 0.090, -0.157], [0.110, 0.329, 0.045], [-0.809, -0.842, 0.206], [-0.225, 0.035, 0.031], [0.034, -0.663, -0.284], [0.305, 0.329, 0.119], [0.271, -0.044, 0.229], [0.183, 0.082, 0.031], [0.085, 0.311, -0.070], [-0.126, 0.329, 0.236], [-0.279, -0.057, 0.087], [-1.129, -1.054, -0.294], [0.133, -0.012, 0.236], [0.350, 0.396, -0.118], [1.144, 0.377, -0.033], [-0.308, 0.359, -0.364], [0.193, -0.147, -0.065]],
  "lowdin_charge": [-0.077, 0.074, -0.368, 0.029, 0.038, 0.054, -0.070, 0.096, 0.112, 0.078, 0.041, 0.043, 0.057, -0.175, 0.104, 0.068, -0.006, -0.182, 0.083]
}

=====

What is the formula in the second record? C44H38N7O4Ru